Entry from the OMol25 dataset: a 3-piece molecular cluster, C7H20N2O overall (ωB97M-V with the def2-TZVPD basis set).

Structure (ORCA input):
```
! RIJCOSX wB97M-V def2-TZVPD def2/J DEFGRID3
* xyz 0 1
C 1.07 0.97 1.89
C -2.15 0.05 1.20
C 0.75 2.26 1.20
C -1.91 -1.20 2.03
N 1.80 0.12 1.34
O 0.57 0.80 3.14
H -0.01 1.53 3.39
H 0.89 -0.72 -0.33
H 1.97 -0.72 1.90
H -2.21 0.93 1.83
H -3.09 -0.04 0.65
H 1.30 3.07 1.67
H 1.04 2.19 0.16
H -0.32 2.48 1.27
H -1.83 -2.06 1.38
H -0.98 -1.11 2.60
H -2.72 -1.37 2.74
C 0.19 -0.77 -2.25
C 1.36 -1.46 -2.96
C 0.29 0.74 -2.40
N 0.09 -1.10 -0.84
H -0.75 -1.11 -2.72
H 0.08 -2.10 -0.71
H -1.35 0.16 0.47
H 1.38 -1.20 -4.01
H 2.30 -1.15 -2.50
H 1.28 -2.54 -2.87
H 0.25 1.03 -3.44
H 1.23 1.09 -1.97
H -0.53 1.22 -1.87
*
```

Summary:
SMILES = [H]/N=C(/C)O.CC(C)N.CC
F_max = 0.62 eV/A
Orbital gap = 9.5 eV
Molecular weight = 148.25 g mol⁻¹
Relative energy (zero: lowest compared OMol25 entry of this formula, charge and spin) = 26.7 kJ/mol